(1)
108
Properties=species:S:1:pos:R:3:lowdin_charge:R:1 method="wB97M-V/def2-TZVPD" orbital_gap_ev=10.3 relative_energy_kj_mol=0.0 max_force_ev_per_a=3.55 e_homo_ev=-9.9
O 10.91 10.87 10.63 -0.32
S 10.65 11.05 9.26 0.65
O 9.30 11.33 8.89 -0.31
C 11.78 12.22 8.50 -0.19
C 12.71 11.39 7.54 -0.21
C 11.86 10.25 7.08 -0.22
C 11.32 9.60 8.36 -0.19
H 12.36 12.60 9.35 0.08
H 11.21 13.04 8.08 0.10
H 13.16 12.00 6.75 0.12
H 13.66 11.15 8.05 0.09
H 12.41 9.54 6.46 0.12
H 11.07 10.64 6.47 0.11
H 12.17 9.20 8.93 0.08
H 10.51 8.95 8.29 0.08
O 12.09 14.12 15.99 -0.34
S 12.37 12.68 16.09 0.68
O 11.30 11.75 15.84 -0.35
C 13.86 12.48 15.09 -0.20
C 14.99 12.22 16.18 -0.21
C 14.55 12.87 17.47 -0.20
C 13.10 12.23 17.68 -0.20
H 14.10 13.39 14.55 0.09
H 13.72 11.77 14.32 0.04
H 14.99 11.14 16.19 0.09
H 15.98 12.61 15.87 0.12
H 14.37 13.97 17.18 0.13
H 15.20 12.79 18.34 0.11
H 12.43 12.63 18.46 0.11
H 13.16 11.12 17.63 0.11
O 12.57 7.49 14.04 -0.33
S 12.10 8.70 14.64 0.70
O 13.06 9.66 15.28 -0.36
C 11.14 9.56 13.39 -0.22
C 9.71 9.67 13.93 -0.15
C 9.51 8.44 14.96 -0.18
C 10.80 8.27 15.73 -0.26
H 11.32 8.91 12.53 0.09
H 11.67 10.47 13.23 0.06
H 9.49 10.59 14.48 0.09
H 8.97 9.64 13.15 0.10
H 9.43 7.54 14.36 0.11
H 8.67 8.60 15.57 0.09
H 10.94 7.24 16.12 0.12
H 10.82 9.00 16.57 0.11
O 15.77 15.64 10.91 -0.31
S 15.37 16.68 11.84 0.70
O 15.27 16.46 13.26 -0.32
C 16.37 18.09 11.53 -0.22
C 15.37 19.19 11.07 -0.21
C 14.25 18.50 10.31 -0.24
C 13.83 17.44 11.26 -0.24
H 17.02 17.78 10.72 0.11
H 16.99 18.32 12.39 0.11
H 14.90 19.68 11.93 0.12
H 15.84 20.01 10.45 0.14
H 14.66 18.12 9.36 0.13
H 13.37 19.10 9.97 0.14
H 13.27 16.64 10.79 0.06
H 13.27 17.79 12.15 0.13
O 14.96 6.82 8.91 -0.31
S 14.96 8.08 9.55 0.69
O 14.22 9.20 8.95 -0.36
C 14.34 7.96 11.25 -0.19
C 15.34 8.88 11.96 -0.23
C 16.74 8.57 11.46 -0.19
C 16.67 8.57 9.88 -0.17
H 14.48 6.94 11.64 0.12
H 13.31 8.25 11.27 0.08
H 15.11 9.90 11.75 0.08
H 15.22 8.80 13.01 0.11
H 17.13 7.66 11.91 0.12
H 17.40 9.35 11.77 0.10
H 17.21 7.78 9.40 0.09
H 16.70 9.61 9.48 0.10
O 10.56 17.00 11.19 -0.34
S 10.77 15.54 11.19 0.71
O 11.87 14.99 10.45 -0.35
C 10.97 14.89 12.87 -0.23
C 10.25 13.61 12.86 -0.23
C 8.89 13.85 12.12 -0.16
C 9.29 14.57 10.81 -0.20
H 10.55 15.57 13.58 0.10
H 12.06 14.70 13.04 0.12
H 10.91 12.83 12.43 0.10
H 10.01 13.26 13.91 0.12
H 8.24 14.53 12.67 0.12
H 8.32 12.96 11.91 0.11
H 8.63 15.31 10.43 0.08
H 9.57 13.86 9.97 0.10
C 14.25 12.63 11.59 -0.10
O 13.17 11.76 12.07 -0.15
H 13.86 13.64 11.36 0.07
H 15.06 12.66 12.32 0.07
H 14.75 12.19 10.72 0.06
H 12.70 11.41 11.32 0.02
C 18.35 14.83 13.30 -0.14
O 17.11 14.19 13.69 -0.16
H 18.36 15.84 13.65 0.06
H 19.21 14.34 13.72 0.08
H 18.50 14.85 12.24 0.06
H 16.41 14.90 13.66 0.04
C 17.21 12.98 10.08 -0.17
O 16.51 13.55 9.01 -0.09
H 18.27 13.06 9.82 0.08
H 17.02 13.34 11.09 0.05
H 16.95 11.91 10.14 0.06
H 16.21 14.39 9.25 0.00

---

(2)
29
Properties=species:S:1:pos:R:3:nbo_charge:R:1 method="wB97M-V/def2-TZVPD" orbital_gap_ev=8.3 charge=-1 relative_energy_kj_mol=1751.5 max_force_ev_per_a=7.25 e_homo_ev=-5.1
B 0.09 -0.12 0.13 -0.75
H -0.16 0.71 0.77 0.08
H -0.01 0.11 -0.92 0.03
H 1.11 -0.43 0.31 -0.03
H -0.58 -0.96 0.31 0.08
O 0.48 -2.09 1.46 -0.96
H 0.08 -1.28 1.14 0.45
H 1.40 -1.88 1.58 0.47
O 1.51 1.25 1.31 -0.94
H 1.17 0.80 2.08 0.44
H 1.14 0.78 0.57 0.47
O -2.20 1.83 -0.42 -1.05
H -2.05 1.36 -1.24 0.47
H -2.01 1.18 0.26 0.42
O 0.49 2.22 -0.94 -0.92
H 0.37 1.35 -1.31 0.44
H 0.31 2.12 0.00 0.48
O 2.63 -0.28 -0.42 -0.93
H 1.77 -0.42 -0.04 0.40
H 2.74 -1.02 -1.03 0.46
O -1.58 0.08 -1.56 -0.93
H -1.24 -0.26 -2.39 0.46
H -0.83 0.07 -0.97 0.41
O -2.09 0.06 0.90 -0.88
H -1.20 -0.12 0.60 0.44
H -1.97 0.60 1.68 0.45
O 0.31 -1.95 -1.00 -0.97
H 0.33 -2.56 -0.26 0.48
H -0.01 -1.13 -0.62 0.42

---

(3)
65
Properties=species:S:1:pos:R:3:lowdin_spin:R:1 method="wB97M-V/def2-TZVPD" orbital_gap_ev="8.3 / 8.1" max_force_ev_per_a=0.90 s2=6.01 e_homo_ev="-9.0 / -9.0" spin_multiplicity=5
Fe -0.03 -0.04 -0.39 3.69
O -0.57 1.34 -1.97 0.04
S 0.78 1.93 -1.95 0.01
O 0.85 3.35 -2.10 0.01
O 1.43 1.42 -0.70 0.05
C 1.71 1.20 -3.29 0.00
C 2.60 2.07 -3.90 0.00
C 3.45 1.63 -4.90 0.00
C 3.41 0.31 -5.29 0.00
C 2.53 -0.57 -4.69 0.00
C 1.66 -0.15 -3.69 0.00
S 0.53 -1.44 -3.13 0.01
O 1.10 -2.68 -3.57 0.01
O -0.79 -1.11 -3.61 0.00
O 0.59 -1.37 -1.62 0.08
H 2.61 3.10 -3.58 0.00
H 4.13 2.32 -5.37 0.00
H 4.07 -0.05 -6.07 0.00
H 2.48 -1.61 -4.99 0.00
C -3.09 -1.07 -1.06 0.00
C -3.54 0.32 -0.67 0.00
C -4.64 0.91 -1.29 0.00
C -5.01 2.21 -1.00 0.00
C -4.27 2.95 -0.09 0.00
C -3.17 2.40 0.55 0.00
C -2.34 3.21 1.51 0.00
C -2.84 1.08 0.26 0.00
N -1.66 0.55 0.89 0.02
C -1.76 -0.19 1.93 0.02
C -3.01 -0.66 2.59 0.00
C -0.43 -0.70 2.46 0.01
C -0.30 -0.71 3.95 0.00
N 0.42 -0.98 1.57 0.02
C 1.76 -1.37 1.88 0.00
C 2.13 -2.68 1.57 0.00
C 1.14 -3.63 0.96 0.00
C 3.44 -3.06 1.83 0.00
C 4.35 -2.16 2.35 0.00
C 3.96 -0.86 2.62 0.00
C 2.66 -0.44 2.38 0.00
C 2.28 1.01 2.59 0.00
H -3.91 -1.63 -1.49 0.00
H -2.69 -1.63 -0.22 0.00
H -2.31 -1.00 -1.83 0.00
H -5.19 0.33 -2.02 0.00
H -5.86 2.65 -1.51 0.00
H -4.54 3.98 0.12 0.00
H -2.66 4.24 1.53 0.00
H -1.28 3.18 1.21 0.00
H -2.40 2.81 2.52 0.00
H -3.89 -0.20 2.14 0.00
H -3.00 -0.46 3.66 0.00
H -3.07 -1.74 2.45 0.00
H -0.55 0.28 4.34 0.00
H 0.71 -0.97 4.25 0.00
H -0.99 -1.43 4.38 0.00
H 0.70 -3.20 0.07 0.00
H 0.33 -3.87 1.66 0.00
H 1.62 -4.57 0.68 0.00
H 3.75 -4.08 1.60 0.00
H 5.37 -2.47 2.54 0.00
H 4.69 -0.15 3.00 0.00
H 3.10 1.54 3.07 0.00
H 1.40 1.12 3.23 0.00
H 2.07 1.49 1.64 0.00